1.
{"formula": "C21H27Br2Si", "method": "wB97M-V/def2-TZVPD", "elements": ["C", "C", "C", "H", "H", "C", "H", "C", "C", "C", "C", "H", "C", "H", "C", "H", "C", "H", "C", "H", "H", "H", "H", "H", "H", "C", "H", "H", "Si", "H", "Br", "C", "H", "Br", "C", "H", "H", "C", "C", "C", "C", "H", "H", "H", "C", "H", "H", "H", "H", "H", "C"], "xyz": [[3.19667, -4.02569, 9.38544], [-3.02715, 1.64003, 6.77530], [0.33290, -6.25066, 5.39983], [-4.50940, 1.17565, 8.22801], [-1.42852, 1.86973, 5.39518], [-3.58998, 0.85572, 7.76385], [-5.58818, -5.41905, 5.59718], [-4.50496, -5.35952, 5.73460], [2.53749, -2.89695, 8.86314], [-1.15452, -6.33068, 5.15731], [5.26178, -2.81576, 9.49996], [5.04015, -4.84006, 10.11118], [0.39388, -1.88167, 8.09983], [-3.39193, -0.89560, 8.95558], [1.12237, -2.91603, 8.65327], [-4.15298, -6.36200, 5.98775], [-1.67770, -2.55357, 2.83655], [-1.54216, -1.85439, 3.66497], [-2.95715, -0.29770, 8.17378], [0.75945, -7.21956, 5.67425], [-1.68345, -6.70683, 6.03693], [0.57683, -3.76850, 9.01943], [2.63628, -4.92716, 9.57023], [-1.69097, -3.76118, 5.82986], [0.92378, -1.06843, 7.64147], [-1.13793, -3.91909, 3.18498], [-3.96419, -5.47137, 3.64188], [-0.27768, -0.18405, 6.10835], [-1.93637, -4.67381, 4.71576], [-4.31479, -4.72490, 6.60325], [-3.84345, 3.26453, 6.25259], [-1.18649, 0.12234, 6.59464], [-4.17399, -3.83422, 4.23674], [7.07561, -2.73163, 10.02656], [-0.98176, -1.78750, 8.15227], [-1.18641, -2.12739, 1.95750], [2.83317, -0.84639, 8.27708], [3.30602, -1.73841, 8.64467], [4.64741, -1.70384, 8.95744], [-3.80362, -4.82597, 4.50958], [-1.71632, -0.67351, 7.62433], [0.56305, -5.54679, 6.20314], [-1.29706, -4.63352, 2.37294], [5.22058, -0.79999, 8.82291], [4.54083, -3.98000, 9.69230], [0.86121, -5.90292, 4.50937], [-2.74829, -2.59314, 2.62406], [-1.39120, -7.00990, 4.33408], [-0.06114, -3.88868, 3.37098], [-1.51408, -2.53550, 8.71234], [-1.84097, 1.25836, 6.17915]], "atomic_forces_ev_per_a": [[0.018, 0.149, 0.048], [-0.167, 0.403, -0.017], [0.508, -0.117, 0.013], [-0.113, -0.082, 0.051], [0.103, 0.040, -0.161], [-0.366, -0.002, 0.365], [0.089, 0.005, 0.044], [-0.312, -0.224, 0.362], [-0.007, -0.093, -0.076], [-0.720, 0.357, -0.184], [0.405, -0.128, 0.159], [-0.050, -0.110, 0.015], [-0.030, 0.030, -0.333], [-0.131, -0.130, 0.177], [0.262, 0.380, 0.213], [-0.051, 0.006, 0.008], [-0.163, 0.439, -0.239], [0.005, 0.064, 0.012], [0.234, -0.168, -0.128], [-0.004, 0.088, -0.007], [0.047, -0.120, 0.015], [-0.125, -0.359, 0.123], [-0.071, -0.192, 0.021], [0.159, 0.502, 0.634], [0.165, 0.220, -0.076], [0.025, -0.696, 0.491], [-0.154, -0.012, -0.037], [0.216, 0.057, -0.156], [-0.204, -0.412, -0.551], [-0.047, 0.011, 0.039], [0.132, -0.442, 0.129], [-0.127, 0.010, 0.169], [-0.124, -0.022, -0.022], [-0.470, -0.034, -0.194], [0.132, 0.310, -0.047], [-0.047, -0.004, 0.074], [0.010, 0.223, -0.112], [0.152, -0.066, 0.055], [-0.192, 0.635, -0.170], [0.718, 0.225, -0.409], [-0.082, 0.007, 0.016], [0.043, 0.025, 0.060], [0.074, 0.053, -0.135], [-0.018, 0.104, -0.068], [-0.097, -0.572, 0.181], [0.028, -0.028, 0.034], [0.031, 0.037, -0.021], [0.064, -0.145, 0.035], [0.063, 0.046, -0.123], [-0.301, -0.270, 0.140], [0.488, 0.000, -0.416]], "lowdin_charge": [0.0118, -0.6551, -0.1811, 0.1138, 0.1111, -0.0946, 0.0722, -0.1808, -0.1996, -0.3478, -0.6529, 0.1134, -0.0588, 0.1248, 0.0690, 0.0627, -0.1778, 0.0512, 0.0106, 0.0715, 0.0657, 0.1344, 0.1258, -0.0068, 0.1017, -0.3488, 0.0803, 0.1188, 0.6282, 0.0602, 0.8222, -0.0023, 0.0658, 0.8305, 0.0543, 0.0722, 0.1141, 0.0115, -0.0931, -0.3493, -0.2063, 0.0483, 0.0805, 0.1137, -0.0944, 0.0640, 0.0648, 0.0811, 0.0640, 0.1341, -0.0989], "total_charge": 1, "de_lowest_kcal_mol": 0.0, "largest_force_ha_per_bohr": 0.0166, "lumo_energy_ev": -5.862, "homo_lumo_gap_ev": 6.085}

=====

2.
{"formula": "C21H27ClN2O5", "method": "wB97M-V/def2-TZVPD", "elements": ["O", "C", "H", "O", "C", "H", "C", "H", "H", "C", "H", "O", "C", "H", "C", "H", "C", "N", "H", "C", "H", "H", "C", "H", "H", "C", "C", "H", "C", "H", "C", "H", "H", "H", "H", "C", "O", "C", "H", "H", "H", "H", "H", "Cl", "O", "C", "C", "C", "C", "H", "H", "N", "H", "C", "H", "C"], "xyz": [[4.06030, -2.83849, -1.15460], [-0.93923, -0.08639, 1.40339], [5.10315, 0.28066, 0.82952], [-0.07212, 0.66162, 0.97805], [5.61377, -0.68342, 0.85309], [6.17116, -2.10254, -0.50252], [-3.93629, 1.02026, -0.58910], [-7.96152, 1.70543, -0.16341], [1.19105, 1.57281, -0.78250], [4.94137, -1.56303, 1.89275], [-1.37335, -1.79354, 2.42469], [3.54737, -1.45420, 1.70235], [-2.64012, 0.82998, -0.13488], [-1.81503, 1.27485, -0.67632], [1.83122, 2.35463, -2.70323], [0.81776, -3.31180, 1.54976], [3.42039, -0.60211, -1.30856], [-0.66161, -1.10232, 2.25699], [2.41139, 1.99329, -3.55305], [-6.97360, 1.68551, 0.28916], [0.07405, 3.65665, -2.57408], [-4.73929, 2.73135, -1.62297], [-4.98894, 0.45820, 0.13634], [-3.27911, 2.04389, -2.34649], [2.38970, 3.15557, -2.22219], [2.81533, -2.65044, 1.91131], [1.36426, -2.36491, 1.58723], [3.20002, -3.43601, 1.25200], [-2.37346, 0.08397, 1.00767], [0.39073, 3.03672, -4.20441], [1.51954, 1.19373, -1.75311], [0.70703, -1.89460, 3.59292], [5.26724, -2.60333, 1.76791], [-3.26657, -1.04043, 2.63287], [1.27232, -0.50305, 2.66559], [-4.72094, -0.28373, 1.28291], [-0.45865, 1.69887, -2.87172], [0.42849, 2.79315, -3.14052], [-7.06964, 1.53572, 1.36614], [2.92793, -2.98363, 2.95310], [-4.84736, 1.22931, -2.52175], [0.62096, -0.02694, -3.30631], [5.21382, -1.24003, 2.90480], [-6.03135, -0.99443, 2.17073], [-6.27047, 0.60285, -0.31715], [-3.42224, -0.47446, 1.72327], [0.30485, 0.57953, -2.44921], [4.35180, -1.67004, -1.00130], [2.58902, 0.23718, -1.52262], [1.31558, -1.91310, 0.59390], [-6.46532, 2.63407, 0.09821], [5.59081, -1.26887, -0.49387], [-0.30162, -0.03027, -1.78095], [-4.21344, 1.80035, -1.84359], [6.65693, -0.50037, 1.11122], [0.71196, -1.43368, 2.60253]], "atomic_forces_ev_per_a": [[0.187, 0.050, -0.453], [0.055, 0.068, 0.035], [0.000, 0.004, 0.005], [0.018, -0.007, -0.035], [-0.055, 0.369, -0.172], [0.017, 0.003, 0.017], [0.005, 0.006, -0.009], [0.002, -0.003, -0.002], [-0.007, 0.005, 0.010], [-0.009, 0.007, 0.011], [0.059, 0.036, -0.029], [-0.006, -0.042, -0.055], [-0.023, 0.026, 0.026], [0.012, -0.012, -0.008], [-0.010, 0.030, 0.005], [0.009, 0.000, -0.006], [0.015, 0.033, 0.024], [0.058, -0.081, 0.011], [0.002, -0.014, 0.009], [-0.016, 0.010, 0.003], [-0.001, -0.007, 0.001], [-0.001, -0.001, 0.000], [0.013, -0.010, 0.006], [0.004, -0.008, -0.013], [0.000, -0.002, -0.004], [0.012, 0.026, 0.001], [0.000, -0.035, 0.005], [0.017, 0.001, 0.007], [-0.021, 0.001, -0.053], [-0.002, 0.013, 0.003], [-0.059, -0.069, 0.009], [0.021, 0.000, 0.000], [0.003, 0.002, 0.006], [-0.008, 0.040, -0.017], [-0.015, 0.004, -0.022], [0.005, -0.001, -0.004], [-0.018, 0.001, 0.030], [0.007, -0.011, -0.015], [0.004, -0.002, 0.001], [-0.007, -0.017, -0.002], [0.007, -0.003, -0.004], [0.006, -0.009, 0.006], [0.011, 0.011, -0.002], [0.000, 0.004, -0.002], [0.009, 0.002, 0.002], [-0.103, -0.023, 0.004], [0.006, 0.019, 0.014], [-0.325, 0.062, 0.569], [0.018, 0.012, 0.017], [-0.001, 0.002, -0.004], [0.004, -0.003, 0.001], [0.146, -0.509, 0.022], [-0.005, 0.010, -0.008], [-0.006, 0.002, 0.019], [-0.007, -0.011, 0.019], [-0.029, 0.021, 0.024]], "lowdin_charge": [0.0847, -0.4307, 0.1243, 0.0639, -0.1593, 0.1286, -0.1670, 0.0948, 0.1374, -0.2031, 0.1267, -0.1518, 0.0375, 0.1085, -0.1102, 0.1214, 0.1009, 0.0710, 0.1200, -0.0673, 0.1188, 0.0822, -0.2892, 0.0737, 0.1193, -0.2212, -0.1450, 0.1177, -0.1193, 0.1160, -0.2926, 0.1244, 0.1284, 0.1073, 0.1224, -0.5586, -0.1438, -0.1740, 0.0730, 0.1285, 0.0916, 0.1346, 0.1263, 0.7205, -0.1227, -0.0530, -0.1626, -0.5028, 0.0598, 0.1165, 0.0895, 0.0490, 0.1172, -0.0106, 0.1193, -0.1712], "total_charge": 0, "de_lowest_kcal_mol": 50.7, "largest_force_ha_per_bohr": 0.0128, "lumo_energy_ev": 0.662, "homo_lumo_gap_ev": 9.797}